(1)
A molecular structure, C6H7N, computed with the ωB97M-V functional and the def2-TZVPD basis.

Positions of all 14 atoms, in Å:
C1 -0.67 1.76 0.30
C2 -2.07 1.81 0.05
C3 -2.25 -0.13 -0.11
C4 -0.86 -0.48 -0.43
C5 -0.02 0.60 0.05
C6 1.47 0.35 0.09
N1 -3.33 -0.62 0.12
H1 -0.17 2.67 0.71
H2 -0.55 -1.44 -0.06
H3 -0.83 -0.67 -1.57
H4 2.12 1.19 -0.26
H5 1.65 -0.53 -0.48
H6 1.62 0.15 1.17
H7 -3.51 -1.68 0.02

As for the gap between HOMO and LUMO (spin up / spin down): 7.11 / 7.10 eV. As for the charge: 0. Its highest occupied orbital energy (spin up / spin down) is -0.2859 / -0.2859 Eh.


(2)
A molecular structure, C25H22AsMnOS7, computed with the ωB97M-V functional and the def2-TZVPD basis.

Positions of all 57 atoms, in Å:
Mn1 -0.46 1.20 -0.32
S1 -1.31 0.15 1.71
C1 -0.14 -1.01 2.31
C2 -0.12 -1.33 3.67
C3 0.79 -2.24 4.17
C4 1.70 -2.87 3.33
C5 1.68 -2.57 1.98
C6 0.77 -1.66 1.45
As1 0.77 -1.07 -0.40
C7 -0.76 -2.05 -1.13
C8 -0.99 -1.94 -2.50
C9 -2.09 -2.55 -3.08
C10 -2.97 -3.27 -2.29
C11 -2.75 -3.40 -0.93
C12 -1.64 -2.78 -0.35
C13 2.19 -2.21 -1.11
C14 1.99 -3.54 -1.46
C15 3.04 -4.31 -1.92
C16 4.31 -3.76 -2.05
C17 4.52 -2.43 -1.71
C18 3.46 -1.66 -1.25
H1 -0.83 -0.84 4.33
H2 0.79 -2.48 5.23
H3 2.42 -3.57 3.72
H4 2.39 -3.06 1.31
H5 -0.31 -1.35 -3.10
H6 -2.26 -2.44 -4.14
H7 -3.84 -3.74 -2.74
H8 -3.43 -3.96 -0.31
H9 -1.47 -2.88 0.72
H10 1.00 -3.98 -1.36
H11 2.88 -5.35 -2.19
H12 5.13 -4.37 -2.41
H13 5.51 -1.99 -1.81
H14 3.62 -0.62 -0.99
S2 3.41 5.60 -4.57
C19 2.54 4.58 -3.61
S3 2.68 4.53 -1.89
C20 1.51 3.26 -1.58
C21 0.89 2.74 -2.67
S4 -0.32 1.49 -2.72
S5 1.39 3.44 -4.21
S6 1.27 2.81 0.09
O1 -2.10 2.75 -0.18
S7 -1.94 4.14 0.34
C22 -3.60 4.58 1.02
C23 -3.66 3.93 2.39
C24 -2.35 4.31 3.06
C25 -1.25 4.00 2.04
H15 -4.35 4.23 0.31
H16 -3.62 5.67 1.08
H17 -3.71 2.85 2.27
H18 -4.53 4.27 2.96
H19 -2.19 3.74 3.98
H20 -2.35 5.37 3.32
H21 -0.92 2.97 2.10
H22 -0.38 4.65 2.11

As for the gap between HOMO and LUMO (spin up / spin down): 6.03 / 6.10 eV. As for the charge: -1. The expectation value of S² is 8.762. Its highest occupied orbital energy (spin up / spin down) is -0.1367 / -0.1394 Eh. The spin multiplicity is 6.


ΔE to the lowest compared entry with this formula, charge and spin values (in kJ/mol) by entry order: 567.7 13.6.
Calculated total energy values (in a.u.) by entry order: -287.371009 -7215.338652.